[1]
The following is a quantum chemistry calculation of C28H32BrInN3O2S4 as an isolated structure, from the OMol25 dataset.

Its net charge is -1. The energy relative to the best compared isomer or geometry (same formula, charge and spin) is 16.0 kcal/mol.

Structure (XYZ):
```
71
Properties=species:S:1:pos:R:3:forces:R:3
In 1.249194 -0.442751 -0.795928 1.069 0.654 0.219
O -0.088079 -0.668449 3.483315 0.120 0.328 0.352
C -0.775856 0.535010 3.495668 1.824 -2.598 -0.236
C -0.968029 1.103466 4.725860 -1.493 1.511 1.277
C -1.796172 2.264237 4.797431 0.903 -1.804 -0.807
C -2.350432 2.704181 3.609045 -1.441 1.706 -0.252
C -2.060841 2.143778 2.346352 0.227 0.257 2.804
C -1.231198 1.046086 2.298972 -0.525 0.651 -1.303
C -0.982488 0.484871 0.898192 1.304 -0.452 -0.168
O -0.011353 -0.507499 0.849658 0.224 -0.681 0.629
N -2.239091 0.041335 0.314624 0.511 0.282 -0.590
N -2.939227 1.052461 -0.221952 -0.589 0.253 0.275
C -4.213702 1.120715 -0.125104 1.521 2.801 -1.715
C -4.910294 2.354872 -0.655024 -1.099 -0.703 1.284
Br -4.033060 3.262431 -2.057316 -0.181 -0.024 -0.028
C -6.108723 2.801501 -0.156367 1.747 0.545 -1.542
C -6.762518 2.293757 1.055993 -0.358 0.009 -0.491
C -8.128098 2.007087 0.915491 0.529 -0.307 -0.526
C -8.791558 1.321505 1.900197 -1.674 0.935 -0.775
C -8.169831 0.982396 3.064473 0.152 0.460 0.736
C -6.875330 1.384946 3.273085 1.704 0.332 -1.246
C -6.124505 2.050307 2.272892 0.391 -0.635 -0.313
H 0.249144 -0.878781 2.580295 -0.584 0.432 -0.002
H -0.664968 0.622795 5.672591 0.215 0.184 -0.898
H -2.000977 2.696682 5.763728 -0.183 0.204 -0.032
H -3.116353 3.536810 3.649349 1.103 -0.840 -0.082
H -2.507271 2.572995 1.499272 -0.306 0.401 -1.064
H -0.602621 1.238134 0.239951 -0.423 1.355 -0.199
H -2.678234 -0.526163 0.998139 -1.233 -0.770 0.531
H -4.813336 0.402753 0.293447 -1.444 -1.825 1.283
H -6.629810 3.594808 -0.750523 0.504 -0.668 0.764
H -8.599726 2.198361 -0.053029 0.038 0.113 0.421
H -9.874618 1.219634 1.793233 0.324 -0.478 -0.007
H -8.749442 0.538477 3.841023 -0.099 -0.503 0.494
H -6.304325 1.075807 4.106189 0.151 -0.165 1.177
H -5.004250 2.236370 2.336686 -1.677 -0.177 0.283
S 1.753038 2.012801 -1.419663 -0.652 -0.781 -0.641
S 0.380341 1.945864 -3.071332 0.048 0.811 0.845
S 0.594461 0.219340 -4.049502 0.380 -0.781 0.390
S -0.014635 -1.238406 -2.631714 -0.495 -0.049 -1.063
C 4.954223 -0.076734 -5.127638 1.063 1.821 2.594
C 4.605614 -1.136822 -4.078664 -0.139 0.170 -1.089
C 4.659682 -2.488624 -4.471067 -0.269 -1.050 0.104
C 4.170397 -3.470427 -3.560980 0.777 1.148 -1.233
C 4.118416 -4.938990 -3.879405 2.068 0.443 -0.821
C 3.715202 -3.033717 -2.351655 -1.686 -0.668 1.778
C 3.675898 -1.717000 -1.879178 0.841 0.791 -2.474
C 4.141615 -0.739335 -2.809140 0.119 -0.136 0.133
N 3.153209 -1.346044 -0.646449 0.050 -0.348 0.149
C 4.179311 -1.079162 0.353876 -0.485 0.898 0.969
C 5.060319 0.193230 0.149742 -0.426 -1.005 -2.774
C 5.195523 -2.196471 0.557363 1.085 -0.795 0.777
C 3.396478 -0.854278 1.624465 0.073 -1.199 2.167
H 6.035130 0.215275 -5.046361 -0.692 -0.273 0.044
H 4.403472 0.886744 -4.944109 0.295 -0.984 -0.112
H 4.824121 -0.343324 -6.124621 -0.534 -0.853 -1.650
H 4.995682 -2.852029 -5.506388 -0.453 0.930 1.565
H 3.149762 -5.347301 -3.802037 -1.210 -0.465 0.404
H 4.839451 -5.498012 -3.223105 -0.703 0.331 -0.715
H 4.405155 -5.035368 -4.948295 0.081 -0.333 0.623
H 3.140218 -3.783114 -1.772979 0.642 0.422 0.132
H 4.107380 0.353054 -2.536441 -0.127 -1.303 -0.440
H 5.460671 0.050745 -0.912914 -0.151 0.703 1.471
H 5.877727 0.187731 0.838446 0.506 0.123 0.481
H 4.495943 1.120377 0.212089 -0.105 0.053 -0.048
H 5.919352 -2.239115 -0.261714 -0.095 0.146 -0.143
H 4.826796 -3.251941 0.651685 -0.162 1.075 0.154
H 5.818275 -1.912535 1.469538 -0.834 -0.618 -0.925
H 2.425546 -0.380321 1.461299 0.230 0.235 0.041
H 3.980687 -0.236091 2.350230 -0.522 -0.482 -0.389
H 3.163519 -1.854926 2.126711 0.228 1.238 -0.557
```
Forces are in eV/Å.

Results of the Löwdin charge analysis, in e, for atoms 1 through 5:
1. In 0.32
2. O 0.02
3. C -0.27
4. C -0.02
5. C -0.09

***

[2]
The following is a quantum chemistry calculation of a 2-piece molecular cluster, C2H9NO2 overall, from the OMol25 dataset.

The energy relative to the best compared isomer or geometry (same formula, charge and spin) is 28.0 kcal/mol.

Structure (XYZ):
```
14
Properties=species:S:1:pos:R:3:forces:R:3
C 0.904426 -1.749098 -1.343178 -0.576 -2.908 0.458
N 0.812950 -1.177397 0.002652 -2.139 -1.030 -1.025
C 0.995442 0.214599 0.017306 -0.334 2.133 -1.516
O 0.135206 0.918403 -0.988957 -1.136 -1.043 2.116
H 1.826046 -1.716641 -1.914906 1.014 -0.065 0.608
H 0.278125 -1.287807 -2.041251 -1.459 1.192 -0.452
H 0.494774 -2.839029 -1.358511 1.046 1.712 0.342
H 1.475671 -1.546065 0.632731 0.700 -0.909 0.673
H 0.764575 0.690996 1.010857 0.740 -0.696 -0.814
H 2.035040 0.284183 -0.371725 -0.409 1.646 0.358
H -0.835038 0.864591 -0.656652 2.531 -0.003 -0.746
H -2.113637 2.399485 1.804800 -0.045 -1.045 -0.389
H -2.353673 0.768764 1.569426 0.178 1.554 0.339
O -2.467924 1.560384 2.146694 -0.112 -0.538 0.049
```
Forces are in eV/Å.

Results of the natural (NBO) charge analysis, in e, for atoms 1 through 5:
1. C -0.44
2. N -0.65
3. C 0.09
4. O -0.74
5. H 0.17

***

[3]
The following is a quantum chemistry calculation of a 4-piece molecular cluster, C30H49ClFN3O11S overall, from the OMol25 dataset.

Structure (XYZ):
```
96
Properties=species:S:1:pos:R:3:forces:R:3
C 1.576135 -6.440593 2.043472 0.122 0.295 0.496
C 0.812557 -5.127681 2.212723 0.585 -0.335 0.267
C -0.160391 -5.220548 3.384949 0.178 0.227 -1.480
F 0.550813 -4.927707 4.530933 0.186 0.186 0.438
C -1.459217 -4.408219 3.324875 -1.100 -0.086 2.197
C -2.524191 -5.131079 2.482279 1.472 -0.028 -1.331
C -2.114282 -5.516960 1.050160 -0.351 0.387 0.048
C -1.949620 -4.323561 0.111178 -0.521 -0.796 -0.211
C -2.014495 -4.748872 -1.358473 0.534 0.852 -0.018
N -0.693841 -4.637007 -2.040720 -0.178 -0.370 -0.214
C -0.580201 -3.374266 -2.722546 -0.189 0.181 -0.541
C 0.377445 -2.409058 -2.085987 -0.527 -0.132 0.262
O -1.196065 -3.122064 -3.738672 0.450 -0.270 0.599
C -1.978390 -4.536195 4.829063 -1.081 -0.368 0.153
C -3.498767 -4.585599 5.053779 0.855 0.810 -0.460
C -4.305634 -3.463458 5.107548 -0.259 -0.289 0.124
C -5.646282 -3.670241 5.345663 0.132 0.713 -0.104
C -6.122330 -4.943653 5.488316 -0.942 -0.795 0.174
N -5.384404 -6.051255 5.449773 0.434 0.738 -0.092
C -4.089745 -5.810518 5.247522 -0.046 -1.147 0.101
C -1.500329 -3.315515 5.578659 0.735 -0.585 0.305
O -1.360570 -3.191345 6.775056 -0.381 0.299 -0.913
N -1.286796 -2.360421 4.597035 -0.265 -0.500 0.145
C -1.341115 -2.866804 3.249287 0.028 1.761 -0.304
S -2.745872 -1.979718 2.391019 -0.392 -0.383 0.059
Cl 0.163731 -2.214042 2.440438 -0.068 -0.082 -0.145
H 2.154928 -6.466136 1.129736 -0.075 -0.116 -0.308
H 2.293278 -6.502948 2.857125 0.148 -0.151 0.161
H 0.937028 -7.311144 2.146871 -0.164 -0.212 -0.362
H 0.364191 -4.777683 1.294624 -0.215 -0.126 -0.102
H 1.547498 -4.383459 2.491712 0.041 0.239 -0.060
H -0.478136 -6.257672 3.464293 -0.170 -0.226 0.189
H -3.426777 -4.545687 2.397577 -0.335 0.105 0.316
H -2.722037 -6.061898 2.995509 -0.317 -0.140 0.266
H -2.948274 -6.087696 0.648678 -0.155 -0.264 -0.001
H -1.255886 -6.182142 1.024747 0.191 -0.079 0.032
H -1.046760 -3.761274 0.321187 0.090 0.199 -0.067
H -2.801457 -3.682834 0.291461 -0.060 0.337 0.101
H -2.381137 -5.758260 -1.476172 0.059 -0.361 0.112
H -2.729901 -4.111423 -1.879594 -0.155 -0.006 -0.126
H -0.690056 -5.348146 -2.763168 -0.019 0.036 -0.183
H 0.022680 -1.394371 -2.209277 0.046 0.234 -0.129
H 1.348281 -2.525488 -2.554008 0.219 -0.017 -0.092
H 0.466055 -2.651324 -1.033214 0.168 0.060 0.164
H -1.660510 -5.484159 5.240952 0.583 0.024 0.235
H -3.940742 -2.462399 4.987925 0.237 0.261 -0.043
H -6.324436 -2.839551 5.422211 -0.169 0.179 -0.013
H -7.182758 -5.078215 5.650148 -0.134 -0.142 0.053
H -3.443090 -6.680298 5.239706 -0.007 -0.200 0.015
H -1.658782 -1.434516 4.733521 0.471 0.277 0.156
H -2.086532 -0.959233 1.828419 0.293 -0.147 0.101
C -2.906573 4.047560 -1.284673 0.175 -0.119 -0.203
C -4.156588 3.229995 -1.039957 0.060 0.322 0.271
O -4.371952 2.252169 -2.068148 -0.055 0.040 -0.030
C -3.579505 1.184541 -2.021863 -0.186 -0.017 -0.052
O -2.737736 0.959538 -1.189878 0.111 -0.027 0.108
O -3.888703 0.394679 -3.046926 0.032 -0.009 -0.020
C -3.055840 -0.763160 -3.160863 0.067 -0.244 -0.079
H -2.941687 4.508001 -2.273459 -0.077 0.086 0.045
H -2.809785 4.830723 -0.533159 -0.047 0.015 -0.003
H -2.014007 3.425044 -1.244548 -0.020 -0.032 0.104
H -5.032745 3.874654 -1.067313 -0.085 -0.113 -0.140
H -4.135539 2.744402 -0.064236 0.093 -0.118 -0.058
H -3.048449 -1.324546 -2.228144 0.060 0.056 0.038
H -2.042737 -0.476122 -3.433521 0.023 -0.003 0.076
H -3.468070 -1.385850 -3.947908 -0.107 0.129 -0.041
C 2.832596 8.570814 -2.467443 0.105 -0.247 -0.119
C 1.321564 8.548898 -2.551264 0.174 0.317 0.264
O 0.848152 7.604719 -3.524014 -0.030 0.054 -0.072
C 0.915778 6.326173 -3.164231 -0.121 0.088 -0.046
O 1.298406 5.901555 -2.106276 0.051 -0.060 0.101
O 0.464604 5.589018 -4.180168 -0.011 -0.069 -0.071
C 0.544717 4.180777 -3.959963 -0.041 -0.291 -0.045
H 3.265603 8.760556 -3.450652 -0.030 0.115 0.010
H 3.164811 9.348210 -1.779848 -0.036 0.035 -0.013
H 3.223902 7.617305 -2.117243 -0.035 0.009 0.085
H 0.953750 9.516535 -2.886982 -0.105 -0.087 -0.153
H 0.867154 8.342218 -1.582239 0.027 -0.163 -0.020
H 0.041747 3.896864 -3.037887 0.077 0.062 0.069
H 1.585240 3.860371 -3.932414 0.008 0.025 0.117
H 0.049384 3.695811 -4.796269 -0.030 0.183 -0.090
C 9.126191 7.872048 -2.991894 0.011 -0.125 0.230
C 8.209621 7.093627 -3.911769 0.102 0.379 -0.144
O 8.000680 5.749347 -3.455618 0.034 -0.053 -0.076
C 7.180168 5.618395 -2.415907 0.075 -0.091 -0.053
O 6.594010 6.505659 -1.855054 -0.094 0.124 0.046
O 7.118042 4.325430 -2.099600 -0.013 -0.059 0.016
C 6.321840 4.044284 -0.945913 -0.112 -0.144 0.139
H 10.072039 7.344242 -2.862628 0.031 0.036 -0.102
H 9.326690 8.860095 -3.405915 0.008 -0.015 -0.048
H 8.681466 7.997655 -2.006220 -0.078 0.040 -0.036
H 8.666995 6.995399 -4.894260 -0.021 -0.189 0.003
H 7.249775 7.593535 -4.042294 -0.047 -0.053 0.138
H 5.319552 4.453360 -1.052301 0.031 0.092 0.004
H 6.797652 4.446847 -0.053142 -0.052 0.086 -0.009
H 6.262973 2.962962 -0.864296 0.095 -0.012 -0.111
```
Forces are in eV/Å.

Results of the Löwdin charge analysis, in e, for atoms 1 through 5:
1. C -0.08
2. C -0.23
3. C -0.30
4. F 0.03
5. C -0.31

***

no.,HOMO-LUMO gap (eV),HOMO (Ha)
1,7.1695,-0.182
2,9.7761,-0.338
3,9.9618,-0.356